(1)
Molecular formula: C5H10S
Method: DFT, ωB97M-V with the def2-TZVPD basis set

Summary:
* frontier orbital gap: 9.5 eV
* energy relative to the best compared isomer or geometry (same formula, charge and spin): 3.928 eV
* maximum force: 0.0944 Eh/bohr
* molar mass: 102.20 g/mol

ORCA input file:
```
! RIJCOSX wB97M-V def2-TZVPD def2/J DEFGRID3
* xyz 0 1
C -1.330 -2.384 -0.821
C -0.719 -0.963 -1.166
C 0.365 -0.480 -0.128
C 1.240 0.707 -0.614
C -0.308 0.159 1.081
H -1.463 -3.285 -1.908
H -2.302 -2.112 -0.180
H -0.328 -2.920 -0.163
H -1.656 -0.236 -1.053
H -0.430 -0.786 -2.273
H 1.157 -1.284 0.237
H 1.042 1.223 -1.574
H 2.241 0.497 -0.331
H -0.080 -0.468 1.969
H -1.528 0.173 0.975
S 0.491 1.685 0.887
*
```

(2)
Molecular formula: C18H36Br2O12
Method: DFT, ωB97M-V with the def2-TZVPD basis set

Summary:
* frontier orbital gap: 10.7 eV
* SMILES string: CCOC(=O)OC.CCOC(=O)OC.CCOC(=O)OC.CCOC(=O)OC.BrCCBr
* maximum force: 0.0735 Eh/bohr
* molar mass: 604.28 g/mol

ORCA input file:
```
! RIJCOSX wB97M-V def2-TZVPD def2/J DEFGRID3
* xyz 0 1
C 3.525 -4.352 2.403
C 2.261 -4.272 3.249
O 1.204 -3.714 2.526
C 0.194 -3.125 3.319
O 0.071 -3.203 4.502
O -0.689 -2.608 2.451
C -1.906 -2.048 3.043
H 4.277 -4.861 3.088
H 3.978 -3.390 2.282
H 3.391 -4.817 1.418
H 2.463 -3.629 4.180
H 1.938 -5.301 3.524
H -1.769 -1.156 3.542
H -2.313 -2.816 3.697
H -2.665 -1.938 2.215
C -3.578 2.343 1.275
C -4.094 1.677 0.026
O -2.982 1.073 -0.667
C -3.289 0.371 -1.796
O -4.406 0.374 -2.254
O -2.227 -0.227 -2.268
C -2.345 -0.852 -3.515
H -2.968 1.715 1.901
H -4.406 2.760 1.872
H -2.889 3.188 1.075
H -4.665 2.299 -0.671
H -4.856 0.943 0.277
H -1.609 -0.408 -4.207
H -3.392 -0.847 -3.891
H -2.048 -1.915 -3.480
C 0.661 0.445 2.914
C 2.125 0.139 2.582
O 2.747 -0.505 3.673
C 4.076 -0.571 3.689
O 4.881 -0.223 2.869
O 4.362 -1.244 4.831
C 5.663 -1.785 4.845
H 0.531 1.139 3.726
H 0.071 -0.477 3.112
H 0.136 0.951 2.062
H 2.668 1.021 2.157
H 2.228 -0.580 1.756
H 6.470 -1.109 4.910
H 5.848 -2.411 4.027
H 5.599 -2.499 5.694
C 0.837 1.587 -5.644
C -0.506 1.934 -6.245
O -1.638 2.059 -5.260
C -1.632 3.113 -4.447
O -0.754 3.903 -4.277
O -2.760 3.023 -3.757
C -2.937 4.022 -2.734
H 1.228 2.377 -4.953
H 1.584 1.421 -6.447
H 0.718 0.597 -5.148
H -0.947 1.067 -6.766
H -0.588 2.807 -6.871
H -3.293 4.998 -3.107
H -1.988 4.083 -2.215
H -3.670 3.548 -2.066
Br 0.101 2.691 -0.223
C 0.443 0.745 -0.733
C 0.557 0.698 -2.213
Br 1.067 -1.146 -2.781
H -0.424 0.147 -0.346
H 1.365 0.481 -0.267
H 1.323 1.416 -2.739
H -0.356 0.875 -2.723
*
```

(3)
Molecular formula: C27H51NO8P2Pt
Method: DFT, ωB97M-V with the def2-TZVPD basis set

Summary:
* frontier orbital gap: 6.2 eV
* energy relative to the best compared isomer or geometry (same formula, charge and spin): 0.411 eV
* maximum force: 0.0321 Eh/bohr
* molar mass: 774.73 g/mol

ORCA input file:
```
! RIJCOSX wB97M-V def2-TZVPD def2/J DEFGRID3
* xyz 0 1
Pt 0.984 -1.457 0.181
C -2.885 -0.073 -4.826
C -2.696 -1.535 -4.484
C -3.970 -2.193 -3.986
O -1.634 -1.772 -3.525
P -1.167 -0.994 -2.244
O -0.230 -1.869 -1.522
C -2.596 -0.623 -1.184
P -2.116 -0.202 0.514
O -0.789 -0.649 0.974
O -3.192 -0.809 1.485
C -4.642 -0.720 1.512
C -5.247 -1.845 0.690
C -5.159 0.646 1.112
O -2.246 1.364 0.523
C -1.265 2.178 1.273
C -0.128 2.526 0.340
C -2.019 3.379 1.796
O -0.706 0.448 -2.626
C 0.444 0.777 -3.478
C 0.162 2.154 -4.044
C 1.706 0.724 -2.652
H -3.666 0.010 -5.582
H -1.972 0.359 -5.230
H -3.193 0.510 -3.956
H -2.341 -2.061 -5.371
H -4.464 -1.579 -3.230
H -3.750 -3.172 -3.561
H -4.666 -2.327 -4.815
H -3.241 -1.500 -1.180
H -3.138 0.246 -1.562
H -4.867 -0.889 2.565
H -5.335 -1.573 -0.364
H -6.248 -2.070 1.057
H -4.643 -2.748 0.777
H -4.946 0.865 0.064
H -4.720 1.435 1.720
H -6.241 0.661 1.247
H -0.892 1.570 2.099
H -0.512 3.057 -0.534
H 0.399 1.625 0.020
H 0.594 3.160 0.858
H -2.409 3.974 0.969
H -1.342 4.002 2.382
H -2.849 3.079 2.435
H 0.482 0.030 -4.276
H 0.199 2.897 -3.246
H -0.815 2.208 -4.520
H 0.924 2.406 -4.782
H 1.693 1.503 -1.889
H 2.563 0.893 -3.307
H 1.831 -0.258 -2.188
C 3.930 -3.551 -1.989
C 2.937 -2.443 -1.695
O 2.495 -1.721 -2.579
O 2.640 -2.366 -0.430
H 4.443 -3.353 -2.927
H 3.378 -4.488 -2.079
H 4.643 -3.661 -1.174
C 3.710 2.768 4.577
C 3.301 2.179 3.250
C 3.425 2.921 2.084
C 3.105 2.327 0.864
C 3.246 3.108 -0.417
C 2.644 1.026 0.829
C 2.447 0.247 1.998
C 2.823 0.876 3.209
N 1.911 -1.005 1.881
C 1.968 -2.017 2.953
C 1.499 -3.369 2.403
C 3.413 -2.237 3.429
C 1.003 -1.680 4.108
H 3.832 3.849 4.508
H 4.662 2.346 4.910
H 2.972 2.554 5.351
H 3.791 3.942 2.119
H 3.979 3.908 -0.313
H 2.295 3.570 -0.703
H 3.556 2.462 -1.240
H 2.450 0.560 -0.130
H 2.743 0.360 4.151
H 2.144 -3.711 1.594
H 0.474 -3.313 2.033
H 1.528 -4.104 3.212
H 4.017 -2.550 2.575
H 3.443 -3.027 4.184
H 3.870 -1.348 3.852
H -0.023 -1.745 3.739
H 1.138 -0.683 4.517
H 1.121 -2.400 4.922
*
```

Number 1: highest occupied orbital energy -8.6 eV. Number 2: highest occupied orbital energy -10.4 eV. Number 3: highest occupied orbital energy -6.0 eV.